DFT (ωB97M-V with the def2-TZVPD basis set) results for C2H6N2O2S in the gas phase in a non-equilibrium geometry.

```
13
Properties=species:S:1:pos:R:3:forces:R:3:lowdin_charge:R:1
O 0.9336 -1.7628 0.1079 -0.2 -0.2 0.5 -0.082
N 0.8256 -0.6586 -0.7346 -0.4 0.8 0.3 0.025
C 0.2590 0.3122 -0.1118 0.0 0.5 -1.0 -0.428
C -0.2581 0.3045 1.2898 1.6 -1.6 0.4 -0.511
S -1.8478 -0.5290 1.4238 0.1 -1.3 -0.4 0.709
N 0.0929 1.5191 -0.8213 -0.3 -0.2 1.1 -0.045
O 0.4112 1.4514 -2.1625 0.1 0.0 -0.4 -0.041
H 1.4284 -2.3982 -0.4021 0.2 -0.2 -0.3 0.090
H 0.5253 -0.2129 1.9440 -1.2 0.9 -0.8 0.110
H -0.4246 1.3034 1.6174 0.0 0.8 0.4 0.057
H -1.4057 -1.7701 0.9591 -0.4 1.2 0.4 -0.101
H -0.8417 1.9263 -0.7269 0.3 -0.3 0.1 0.140
H 0.3019 0.5148 -2.3828 0.1 -0.2 -0.3 0.076
```
Forces are in eV/Å.

Properties
Gap between HOMO and LUMO, hartree: 0.356
Structure (SMILES): O/N=C(\CS)NO
Net charge: 0
Electronic energy, a.u.: -737.8687
Relative energy (zero: lowest compared OMol25 entry of this formula, charge and spin), eV: 3.6571